## A
Formula: C19H14CoN7O4SbSe4
Source: the OMol25 dataset
Level of theory: ωB97M-V with the def2-TZVPD basis set

Net charge: -2
Frontier orbital gap (alpha / beta) (eV): 4.66 / 4.76
HOMO level (alpha / beta) (Eh): -0.04879 / -0.05072
2S+1: 2

Cartesian coordinates (Å):
Co  -0.19445  0.57257  -0.46287
N  0.59135  -2.36635  2.39458
C  0.61293  -1.64606  1.27494
N  -0.28142  -0.75163  0.96870
C  -1.24484  -0.40388  1.89811
N  -1.99178  0.64531  1.70457
N  -1.58731  1.27636  0.56334
C  -2.12769  2.37725  0.18756
C  -1.54889  2.93663  -1.02194
C  -1.89488  4.17240  -1.55534
C  -1.23080  4.62196  -2.68084
C  -0.23250  3.83468  -3.23771
C  0.06095  2.61665  -2.64955
N  -0.58873  2.16890  -1.58162
C  -1.39324  -1.23280  3.08229
C  -2.42312  -1.04971  4.00625
C  -2.46753  -1.81150  5.15285
C  -1.47235  -2.76180  5.39734
C  -0.45159  -2.95934  4.49468
C  -0.41404  -2.19478  3.33018
H  1.48296  -2.76330  2.67015
H  1.46743  -1.79742  0.62596
H  -2.90845  2.86234  0.76085
H  -2.65995  4.76696  -1.07477
H  -1.47740  5.58339  -3.11309
H  0.32029  4.15517  -4.10908
H  0.84329  1.97317  -3.03045
H  -3.15866  -0.28328  3.80545
H  -3.25991  -1.66187  5.87458
H  -1.49534  -3.34284  6.31084
H  0.33723  -3.67462  4.68726
O  0.50563  -2.48582  -5.38407
C  1.66898  -2.20926  -4.82812
O  2.72255  -2.53334  -5.33833
C  1.63629  -1.47863  -3.53638
C  2.76109  -1.12874  -2.80360
N  2.35139  -0.46103  -1.72513
N  1.02062  -0.37740  -1.69165
C  0.55607  -0.99046  -2.77212
C  -0.94779  -1.06655  -2.91660
O  -1.39026  -1.61580  -3.95752
O  -1.59903  -0.58760  -1.97024
H  -0.28593  -2.14229  -4.81729
H  3.80181  -1.32977  -2.98646
H  2.89033  -0.18900  -0.88579
Se  1.60208  0.35536  4.16090
Sb  3.07076  0.94892  2.28605
Se  1.65161  2.08351  0.51001
Se  4.87635  2.48907  2.78818
Se  3.89593  -1.14372  1.19491

Here are the Löwdin charges for atoms 1 to 2, given in e:
1. Co 0.24
2. N 0.12

## B
Formula: C19H14CoN7O4SbSe4
Source: the OMol25 dataset
Level of theory: ωB97M-V with the def2-TZVPD basis set

Net charge: -2
Frontier orbital gap (alpha / beta) (eV): 4.91 / 4.94
HOMO level (alpha / beta) (Eh): -0.05393 / -0.05407
2S+1: 2

Cartesian coordinates (Å):
Co  0.45717  0.26454  0.12779
N  -3.61650  -1.76754  -0.44785
C  -2.48207  -1.62210  0.25061
N  -1.96656  -0.48491  0.61808
C  -2.60575  0.66655  0.21660
N  -2.05460  1.83090  0.42034
N  -0.76601  1.65331  0.82125
C  -0.29846  2.38207  1.75771
C  0.95885  1.91885  2.33885
C  1.69594  2.63539  3.26863
C  2.82496  2.05014  3.81581
C  3.17192  0.76555  3.43272
C  2.38691  0.11860  2.49052
N  1.30828  0.67716  1.95527
C  -3.90864  0.59667  -0.42772
C  -4.65271  1.73057  -0.77042
C  -5.82643  1.59701  -1.47514
C  -6.26399  0.32556  -1.86908
C  -5.54198  -0.79882  -1.54656
C  -4.36262  -0.66129  -0.80786
H  -3.67537  -2.59085  -1.06646
H  -1.92664  -2.53742  0.43109
H  -0.88025  3.18573  2.19894
H  1.39365  3.63963  3.53361
H  3.43234  2.59362  4.52836
H  4.04548  0.27131  3.83307
H  2.63409  -0.87469  2.13822
H  -4.26779  2.70067  -0.48719
H  -6.39853  2.47428  -1.74996
H  -7.17048  0.22589  -2.45332
H  -5.84364  -1.78224  -1.87963
O  6.08039  0.34348  -0.88959
C  5.66226  -0.91015  -0.91810
O  6.42275  -1.84780  -1.04764
C  4.20507  -1.10884  -0.75729
C  3.56227  -2.33524  -0.75628
N  2.27118  -2.11558  -0.49567
N  2.02559  -0.81037  -0.36377
C  3.17996  -0.17846  -0.52856
C  3.17968  1.32001  -0.46279
O  4.29554  1.89430  -0.54470
O  2.05726  1.84663  -0.31701
H  5.29996  0.98764  -0.73786
H  3.94539  -3.32469  -0.93400
H  1.46814  -2.80101  -0.55359
Se  0.93856  -2.84737  -4.57893
Sb  -0.68736  -2.46470  -2.82878
Se  -0.40324  0.00656  -2.13340
Se  -3.03652  -2.84356  -3.46821
Se  -0.26746  -3.99498  -0.88010

Here are the Löwdin charges for atoms 1 to 2, given in e:
1. Co 0.25
2. N 0.09

Top of the stability list: A, leading by 77.0 kJ/mol.

## A
Formula: C4H11NO3
Source: the OMol25 dataset
Level of theory: ωB97M-V with the def2-TZVPD basis set

Net charge: -2
Frontier orbital gap (eV): 4.89
HOMO level (Eh): 0.02738
2S+1: 1

Cartesian coordinates (Å):
C  -0.10058  0.38499  0.00823
C  -0.23002  -0.23905  1.39543
C  -0.95115  0.58523  2.47955
O  -1.10346  0.00592  3.69279
N  0.92845  -0.23333  -0.82933
C  0.47507  0.85028  -3.08093
O  0.58109  1.99839  -2.71066
H  -1.08070  0.26907  -0.49052
H  0.18754  1.43200  0.15613
H  0.82720  -0.39586  1.67008
H  -0.60823  -1.26051  1.33203
H  -1.95780  0.84107  2.03569
H  -0.34372  1.52656  2.51404
H  0.87561  0.24061  -1.74440
H  1.23556  0.43107  -3.77429
H  -0.47809  0.29955  -3.18338
H  0.89027  -1.30094  -0.83838
H  -0.32120  -3.16905  -1.35453
O  0.32707  -2.88161  -0.70210

Here are the Löwdin charges for atoms 1 to 2, given in e:
1. C -0.33
2. C -0.24

## B
Formula: C4H11NO3
Source: the OMol25 dataset
Level of theory: ωB97M-V with the def2-TZVPD basis set

Net charge: -2
Frontier orbital gap (eV): 6.47
HOMO level (Eh): 0.00941
2S+1: 1

Cartesian coordinates (Å):
C  -0.81578  -0.11412  -0.08389
O  -2.02233  0.40456  0.57094
C  0.42926  0.81582  0.06124
C  1.62165  0.04705  -0.58318
C  2.24944  -1.00005  0.33961
O  3.39894  -1.59061  0.01938
N  0.28392  2.17323  -0.39921
H  -1.09952  0.08918  -1.21142
H  -0.66048  -1.19428  -0.09421
H  0.55913  0.74539  1.15328
H  2.35138  0.85015  -0.83472
H  1.25764  -0.52306  -1.47902
H  2.42653  -0.44695  1.40504
H  1.43515  -1.75827  0.58642
H  -0.35006  2.04618  -1.17599
H  -0.32572  2.69209  0.29966
H  -3.68316  -1.86913  0.24022
H  -2.82343  -0.26575  0.65613
O  -4.23254  -1.10145  0.52972

Here are the Löwdin charges for atoms 1 to 2, given in e:
1. C -0.24
2. O -0.19

Top of the stability list: B, leading by 172.8 kJ/mol.

## A
Formula: C3H12N2O
Source: the OMol25 dataset
Level of theory: ωB97M-V with the def2-TZVPD basis set

Net charge: +1
Frontier orbital gap (alpha / beta) (eV): 10.07 / 4.87
HOMO level (alpha / beta) (Eh): -0.48452 / -0.48452
2S+1: 2

Cartesian coordinates (Å):
N  -0.87201  1.30708  1.98454
C  -1.54140  0.62421  0.94369
C  -1.43618  1.41965  -0.38458
C  -0.90575  -0.77226  0.78311
N  -1.39303  -1.64668  1.79267
H  0.15185  1.36985  1.90699
H  -1.34063  2.09458  2.43829
H  -2.57331  0.52569  1.30212
H  -2.21783  1.05324  -1.03923
H  -1.52993  2.50291  -0.29298
H  -0.50041  1.15466  -0.85939
H  0.17668  -0.61418  0.68256
H  -1.16726  -1.19867  -0.18913
H  -0.93858  -1.55447  2.69308
H  -1.43534  -2.60438  1.48076
H  5.56463  -0.53780  -4.73293
H  5.86465  -2.01777  -4.35231
O  6.09386  -1.10566  -4.15726

Here are the Löwdin charges for atoms 1 to 2, given in e:
1. N 0.25
2. C -0.38

## B
Formula: C3H12N2O
Source: the OMol25 dataset
Level of theory: ωB97M-V with the def2-TZVPD basis set

Net charge: +1
Frontier orbital gap (alpha / beta) (eV): 10.43 / 4.93
HOMO level (alpha / beta) (Eh): -0.50939 / -0.50898
2S+1: 2

Cartesian coordinates (Å):
C  -0.96575  -1.83314  1.70228
O  -0.41010  -0.72525  0.96570
C  -1.33494  -2.89200  0.64387
H  -1.87036  -1.50485  2.20565
H  -0.16598  -2.24594  2.30985
H  0.21581  -0.21389  1.47987
H  -2.26157  -2.56507  0.17586
H  -1.47100  -3.88781  1.05836
H  -0.53934  -2.95274  -0.09798
N  0.99814  0.86415  -1.54318
C  1.05864  2.28810  -1.49803
N  1.15064  2.83337  -0.17459
H  0.38077  0.52230  -0.77872
H  0.51921  0.55346  -2.39814
H  0.01071  2.54431  -1.79675
H  1.76243  2.67875  -2.24777
H  0.84304  3.79540  -0.22440
H  2.07963  2.74085  0.21814

Here are the Löwdin charges for atoms 1 to 2, given in e:
1. C -0.26
2. O -0.13

Top of the stability list: A, leading by 88.1 kJ/mol.

## A
Formula: C32H23IN6O2SSeSn
Source: the OMol25 dataset
Level of theory: ωB97M-V with the def2-TZVPD basis set

Net charge: +2
Frontier orbital gap (alpha / beta) (eV): 4.56 / 6.16
HOMO level (alpha / beta) (Eh): -0.47736 / -0.49882
2S+1: 1

Cartesian coordinates (Å):
Sn  -1.20881  -0.04420  0.68452
C  -0.67444  -4.47824  -0.61548
C  -0.50933  -3.54916  -1.76271
N  0.10593  -3.92839  -2.84459
C  0.16549  -3.15722  -3.92692
C  -0.45298  -1.89382  -4.00545
C  -0.38591  -1.16262  -5.33641
O  -1.40314  -1.60027  -6.20490
C  -1.04606  -1.38553  -2.86020
C  -1.60072  -0.03665  -2.84465
N  -1.82639  0.62277  -1.77809
C  -2.30301  1.94662  -1.84291
C  -1.72921  2.89179  -2.69605
C  -2.16950  4.20339  -2.69566
C  -3.19414  4.59232  -1.84567
C  -3.78143  3.66721  -0.99324
C  -3.32875  2.36144  -0.99354
I  -4.30422  0.94465  0.24959
C  -1.09222  -2.20325  -1.67239
O  -1.66452  -1.87529  -0.59842
H  -0.12884  -5.39854  -0.79936
H  -1.73243  -4.71130  -0.47253
H  -0.33410  -3.99528  0.30325
H  0.74424  -3.54383  -4.75826
H  0.54889  -1.43080  -5.82729
H  -0.38707  -0.07798  -5.19677
H  -2.26620  -1.25779  -5.95082
H  -1.83552  0.41208  -3.81230
H  -0.90477  2.58966  -3.33058
H  -1.70816  4.92536  -3.35564
H  -3.54294  5.61584  -1.83633
H  -4.59186  3.96028  -0.34026
Se  4.62407  -4.41353  4.06874
N  4.46541  -3.64139  2.50184
C  3.28180  -3.08071  2.45571
C  2.78520  -2.32729  1.32500
C  3.53010  -2.12671  0.15969
C  2.99510  -1.37182  -0.86192
C  1.72929  -0.82696  -0.68854
N  1.00569  -1.01883  0.40721
C  1.50565  -1.76104  1.41095
C  0.67590  -1.94893  2.59715
N  -0.55638  -1.40997  2.59468
C  -1.33634  -1.54707  3.65816
C  -0.93446  -2.23069  4.80059
C  0.32036  -2.79711  4.82188
C  1.14892  -2.66564  3.70219
C  2.47594  -3.23890  3.63524
N  3.02865  -3.92298  4.60653
H  4.51873  -2.56190  0.09162
H  3.54244  -1.19186  -1.77616
H  1.27819  -0.20093  -1.45157
H  -2.32023  -1.09650  3.59392
H  -1.60301  -2.31246  5.64533
H  0.68994  -3.34284  5.68012
S  0.40311  1.84117  2.12455
C  0.67470  3.53342  2.14654
C  -0.10979  4.37488  2.96141
C  0.20114  5.71297  3.05708
C  1.28551  6.23290  2.35045
C  2.05164  5.41298  1.52225
C  1.74987  4.07431  1.40965
H  -0.93770  3.95607  3.51698
H  -0.39036  6.36282  3.68784
H  1.53722  7.28025  2.44998
H  2.88513  5.82973  0.97305
H  2.34069  3.42129  0.78195

Here are the Löwdin charges for atoms 1 to 2, given in e:
1. Sn 1.14
2. C 0.02

## B
Formula: C32H23IN6O2SSeSn
Source: the OMol25 dataset
Level of theory: ωB97M-V with the def2-TZVPD basis set

Net charge: +2
Frontier orbital gap (alpha / beta) (eV): 3.53 / 3.53
HOMO level (alpha / beta) (Eh): -0.46595 / -0.46594
2S+1: 1

Cartesian coordinates (Å):
Sn  -0.27674  -1.05517  0.17515
C  -0.75494  1.67953  -3.56805
C  -0.98584  2.46373  -2.32565
N  -0.94724  3.75213  -2.34195
C  -1.24234  4.52563  -1.31905
C  -1.70264  3.97303  -0.13725
C  -2.00484  4.88143  1.04605
O  -3.27254  4.65473  1.59825
C  -1.73344  2.57053  -0.01875
C  -2.12904  1.99563  1.24675
N  -1.80114  0.84733  1.69705
C  -2.05984  0.52913  3.02695
C  -1.93084  1.48163  4.04795
C  -2.03244  1.12243  5.37735
C  -2.23004  -0.20277  5.73125
C  -2.38274  -1.16077  4.73995
C  -2.30794  -0.78727  3.41425
I  -2.66874  -2.27077  1.91495
C  -1.31504  1.75873  -1.10255
O  -1.26194  0.48653  -1.09745
H  -0.56414  2.35693  -4.39415
H  -1.64064  1.08623  -3.78925
H  0.08036  0.99043  -3.44105
H  -1.08434  5.58533  -1.44285
H  -1.88714  5.92423  0.74355
H  -1.26894  4.66253  1.83005
H  -3.93434  5.19463  1.15135
H  -2.75924  2.65943  1.84785
H  -1.71434  2.50753  3.78595
H  -1.94044  1.88183  6.13995
H  -2.27894  -0.49197  6.76875
H  -2.54664  -2.19257  5.00345
Se  1.46046  -4.09737  -7.22395
N  2.27756  -2.98447  -6.15025
C  1.53946  -2.78707  -5.07365
C  1.88876  -1.93327  -3.97635
C  3.02836  -1.12307  -3.98955
C  3.29556  -0.32087  -2.90055
C  2.43686  -0.38187  -1.80865
N  1.35466  -1.13907  -1.78565
C  1.04116  -1.89077  -2.84935
C  -0.22904  -2.59387  -2.85375
N  -1.05874  -2.45047  -1.81085
C  -2.27504  -2.96047  -1.85915
C  -2.74964  -3.69117  -2.94365
C  -1.89604  -3.91827  -3.99985
C  -0.61474  -3.35707  -3.97575
C  0.30336  -3.50147  -5.06765
N  0.09816  -4.24447  -6.13935
H  3.66136  -1.13477  -4.86215
H  4.14786  0.33903  -2.88505
H  2.61216  0.22433  -0.92635
H  -2.91544  -2.77887  -1.00495
H  -3.76114  -4.06867  -2.93635
H  -2.18964  -4.50077  -4.85815
S  1.39796  0.29563  2.02745
C  2.72696  -0.23047  2.99755
C  2.50086  -0.64357  4.32205
C  3.57056  -0.93947  5.13865
C  4.87016  -0.84597  4.64575
C  5.10216  -0.42417  3.33875
C  4.04146  -0.12507  2.51155
H  1.48616  -0.71037  4.68405
H  3.40456  -1.24507  6.15995
H  5.70276  -1.12197  5.27355
H  6.11376  -0.33267  2.97465
H  4.20546  0.20803  1.49835

Here are the Löwdin charges for atoms 1 to 2, given in e:
1. Sn 1.17
2. C 0.00

Top of the stability list: A, leading by 75.5 kJ/mol.